No. 1
Formula: C2H6N4O2
Source: OMol25
Level of theory: ωB97M-V/def2-TZVPD

Positions of all 14 atoms, in Å:
N -0.31663 1.81025 0.70111
C 0.24006 -0.79289 -0.32070
N -1.58437 1.62576 0.50284
N 1.04666 -1.84454 -0.79440
C 0.46619 -0.31709 1.09210
O 0.36682 0.52806 -1.26027
N 0.31408 0.93818 1.43210
O -0.97764 -1.03558 0.06653
H 1.20496 0.99264 -1.12300
H -1.93965 0.66229 0.43301
H -2.05720 2.41783 0.09545
H 0.48975 -2.47989 -1.35098
H 1.85591 -1.52082 -1.30808
H 0.89106 -0.98421 1.83429

Calculated values
Molar mass, g/mol: 118.10
Energy relative to the best compared isomer or geometry (same formula, charge and spin), eV: 4.274
Lowest unoccupied orbital energy (alpha / beta), eV: -0.2723 / -0.2729
Energy, Ha: -449.16410
Net charge: 0
Frontier orbital gap (alpha / beta), eV: 8.49 / 8.49


No. 2
Formula: C3H23F3NO12P
Source: OMol25
Level of theory: ωB97M-V/def2-TZVPD

Positions of all 43 atoms, in Å:
N -2.79898 -2.23221 -0.87293
P -1.58794 -1.31982 -1.42552
C -0.09527 -1.49365 -0.33551
C 0.93629 -0.49239 -0.92669
O 1.12202 0.68026 -0.51519
O 1.60834 -0.92212 -1.95372
C -0.55016 -1.12490 1.10349
F -0.93832 -2.33016 1.77412
F -1.70632 -0.33087 1.15015
F 0.43504 -0.58062 1.89550
H -3.62279 -1.66645 -0.67553
H -1.14489 -1.68250 -2.72048
H -1.98532 0.05442 -1.48782
O 2.08538 3.31770 -2.20738
H 2.87688 3.80405 -1.95497
H 1.90198 2.74926 -1.44020
O 3.02329 5.50424 -0.29587
H 2.68174 5.46837 0.60642
H 2.52236 6.21555 -0.70942
O 0.34421 5.57456 -2.86157
H 0.72227 4.71406 -3.10908
H -0.56725 5.37009 -2.63104
O -1.52268 -5.36507 0.59136
H -1.34448 -5.16694 1.51691
H -1.92327 -4.55100 0.25829
O -0.10740 -3.55850 -3.61249
H 0.22360 -4.40762 -3.92263
H 0.52340 -2.91250 -3.95613
O -1.44960 -0.31998 4.39518
H -0.79715 -0.46130 3.69570
H -2.26387 -0.67218 4.02126
O -0.34984 -7.33028 3.11970
H 0.30765 -7.46135 2.42757
H -1.16364 -7.66854 2.73020
O 1.57394 6.42721 2.46766
H 1.23412 6.38877 3.36783
H 1.07278 7.13997 2.05690
O 2.54673 -0.78023 4.25857
H 2.17794 0.05954 4.54979
H 2.03087 -0.99888 3.47021
O -2.12199 0.56248 -3.64323
H -2.13723 1.52398 -3.70469
H -1.77245 0.27558 -4.49473

Calculated values
Molar mass, g/mol: 353.18
Lowest unoccupied orbital energy, eV: 3.6882
Energy, Ha: -1726.63878
Net charge: -2
Frontier orbital gap, eV: 3.48


No. 3
Formula: C5H9N
Source: OMol25
Level of theory: ωB97M-V/def2-TZVPD

Positions of all 15 atoms, in Å:
C -0.06353 -0.54246 -1.80049
N -0.08007 -1.08823 -0.66088
C 0.44531 -0.37075 0.45945
C 1.65629 -0.72127 0.88379
C -0.12903 1.01062 0.76513
C -1.60025 1.26569 0.40972
H -0.20587 -1.19137 -2.66225
H -0.00316 0.53808 -1.96459
H 2.02543 -0.17436 1.74044
H 2.23164 -1.47175 0.36517
H 0.51594 1.79113 0.36388
H -0.02351 1.11229 1.84938
H -1.94904 0.43047 -0.20332
H -1.79576 2.18181 -0.13760
H -2.24909 1.17186 1.27273

Calculated values
Molar mass, g/mol: 83.13
SMILES: C=NC(=C)CC
Energy relative to the best compared isomer or geometry (same formula, charge and spin), eV: 1.993
Lowest unoccupied orbital energy, eV: 0.8967
Energy, Ha: -250.59372
Net charge: 0
Frontier orbital gap, eV: 9.80


No. 4
Formula: ClH2O2PS2
Source: OMol25
Level of theory: ωB97M-V/def2-TZVPD

Positions of all 8 atoms, in Å:
O 0.64539 0.47947 1.05509
P 0.14449 -0.30829 -0.21047
O 1.44625 -0.47355 -1.15251
S -0.76632 -2.04044 0.10973
S -1.16413 0.89336 -1.26705
Cl -2.41186 1.06398 0.92373
H -0.10731 0.42716 1.57739
H 2.21349 -0.04169 -1.03589

Calculated values
Molar mass, g/mol: 164.58
SMILES: OP(O)(=S)SCl
Energy relative to the best compared isomer or geometry (same formula, charge and spin), eV: 1.821
Lowest unoccupied orbital energy (alpha / beta), eV: -3.3815 / -3.3820
Energy, Ha: -1749.61704
Net charge: 0
Frontier orbital gap (alpha / beta), eV: 5.63 / 5.63


No. 5
Formula: C2H2N4O4S
Source: OMol25
Level of theory: ωB97M-V/def2-TZVPD

Positions of all 13 atoms, in Å:
C -2.15328 -1.08835 -0.15879
C 0.47852 -0.78577 0.59564
N -2.94945 -1.86378 0.09988
N -1.10201 -0.41626 -0.40210
N 0.83857 0.31556 1.25532
N -0.89598 0.40750 -1.51426
O 0.82239 -1.91357 0.54597
O -1.77287 0.45745 -2.32679
O 0.15890 1.00762 -1.55789
O 0.34318 1.51149 0.85086
S 2.42246 0.22273 1.94716
H 0.58221 1.90458 -0.05032
H 3.22736 0.24081 0.71533

Calculated values
Molar mass, g/mol: 178.13
Energy relative to the best compared isomer or geometry (same formula, charge and spin), eV: 0.148
Lowest unoccupied orbital energy, eV: -0.7326
Energy, Ha: -995.31282
Net charge: 0
Frontier orbital gap, eV: 9.85


No. 6
Formula: C6H24N6O6
Source: OMol25
Level of theory: ωB97M-V/def2-TZVPD

Positions of all 42 atoms, in Å:
N 1.75664 2.63713 1.35490
C 0.42980 2.56614 1.55783
N -0.04090 1.35894 2.01122
O -0.35522 3.49899 1.39239
H 2.10765 3.42717 0.79335
H 2.29509 1.85003 1.08056
H 0.48897 0.48283 1.91167
H -0.96540 1.49597 2.29940
N 2.09121 0.39566 -3.08228
C 1.23475 1.32372 -2.53502
N 1.01671 2.49157 -3.14046
O 0.72278 0.98837 -1.46072
H 2.74584 0.70351 -3.74661
H 2.17385 -0.37780 -2.41517
H 0.36627 3.15994 -2.59305
H 1.08598 2.58997 -4.13864
N 2.11759 -1.84669 2.43970
C 2.08518 -1.12882 1.34061
N 1.10233 -1.44753 0.42724
O 2.89880 -0.20335 1.10686
H 2.80248 -1.68063 3.20400
H 1.62535 -2.72356 2.48791
H 0.23637 -1.68295 0.97007
H 0.97565 -0.74807 -0.27443
C -1.93716 3.63639 -1.12621
O -0.72931 4.29956 -1.48818
H -1.71699 3.08360 -0.11269
H -2.74324 4.32310 -0.94540
H -2.20391 2.95461 -1.96479
H -0.38173 4.66682 -0.65377
C -1.41591 -3.06171 -1.48698
O -1.21238 -4.09831 -0.55446
H -0.53402 -2.74783 -2.06116
H -2.29380 -3.24342 -2.03818
H -1.54836 -2.16687 -0.88789
H -1.17017 -4.93358 -1.04340
C -2.45169 -3.19386 2.43475
O -1.08278 -3.57409 2.11290
H -2.97261 -2.75401 1.57798
H -3.08218 -3.99471 2.91979
H -2.34917 -2.38262 3.11823
H -1.17237 -3.94357 1.20812

Calculated values
Molar mass, g/mol: 276.29
SMILES: NC(N)=O.NC(N)=O.NC(N)=O.CO.CO.CO
Energy relative to the best compared isomer or geometry (same formula, charge and spin), eV: 1.812
Lowest unoccupied orbital energy, eV: 0.4439
Energy, Ha: -1023.04483
Net charge: 0
Frontier orbital gap, eV: 9.82


No. 7
Formula: C11H17BN6Pt
Source: OMol25
Level of theory: ωB97M-V/def2-TZVPD

Positions of all 36 atoms, in Å:
H -0.30336 2.50626 2.44808
N 0.03170 1.47905 0.60861
B 0.59720 0.79486 -1.77313
N 0.48970 1.85000 -0.63319
C 0.77472 3.16590 -0.60285
Pt -0.55172 -0.51318 1.07049
H 1.14607 3.65580 -1.49422
C 0.49348 3.64730 0.67672
H 0.60876 4.66159 1.01150
C 0.02247 2.56513 1.41561
H 0.96586 1.24793 -2.81172
C -1.73368 -1.82366 1.82895
H -2.19492 -1.08285 2.56152
H -1.21022 -2.60356 2.41943
H -2.49905 -2.22711 1.11279
N -0.81940 0.13346 -1.83791
N 1.56126 -0.27910 -1.17971
N -1.40446 -0.40149 -0.70990
N 1.25142 -0.86645 0.01837
C -1.71374 0.02838 -2.83756
C 2.73727 -0.78357 -1.60835
H -1.42377 0.38047 -3.82869
H 3.14797 -0.42784 -2.54647
C -2.86803 -0.56327 -2.35850
C 3.17038 -1.73469 -0.68693
C -2.64098 -0.83124 -0.98870
C 2.21129 -1.76431 0.33254
H -3.77153 -0.79628 -2.89647
H 4.05190 -2.34374 -0.74471
H -3.26554 -1.28385 -0.24538
H 2.14430 -2.37222 1.22622
H -0.35500 -2.02991 0.56266
C 0.24266 -0.37151 2.89941
H 0.55126 -1.37095 3.21944
H -0.53189 0.04146 3.55537
H 1.08761 0.31321 2.81664

Calculated values
Molar mass, g/mol: 439.19
Energy relative to the best compared isomer or geometry (same formula, charge and spin), eV: 3.530
Lowest unoccupied orbital energy (alpha / beta), eV: -6.3797 / -11.9224
Spin multiplicity: 5
Energy, Ha: -901.15296
Net charge: +2
Frontier orbital gap (alpha / beta), eV: 5.94 / 3.65


Which of these has the highest energy? C5H9N


The lowest molar mass belongs to which entry? C5H9N